# 1
{"formula": "C31H57NO9", "method": "wB97M-V/def2-TZVPD", "symbols": ["C", "C", "C", "O", "C", "C", "C", "C", "C", "C", "C", "O", "C", "C", "C", "C", "O", "N", "C", "C", "C", "C", "C", "C", "C", "O", "H", "H", "H", "H", "H", "H", "H", "H", "H", "H", "H", "H", "H", "H", "H", "H", "H", "H", "H", "H", "H", "H", "H", "H", "H", "H", "H", "C", "C", "O", "H", "H", "H", "H", "H", "H", "C", "C", "O", "H", "H", "H", "H", "H", "H", "C", "C", "O", "H", "H", "H", "H", "H", "H", "C", "C", "O", "H", "H", "H", "H", "H", "H", "C", "C", "O", "H", "H", "H", "H", "H", "H"], "xyz": [[-0.397, 1.083, 4.988], [0.558, 1.225, 3.735], [-0.328, 1.007, 2.450], [0.018, 1.956, 1.410], [-0.726, 1.583, 0.302], [-0.156, 1.028, -0.790], [1.354, 0.765, -1.001], [2.108, 2.039, -1.549], [2.087, 0.087, 0.224], [3.037, 1.074, 1.005], [-1.096, 0.612, -1.947], [-0.786, 0.724, -3.112], [-2.483, 0.080, -1.486], [-3.177, -1.000, -2.126], [-2.612, -1.761, -3.344], [-2.203, -3.194, -2.852], [-2.974, -4.122, -2.981], [-0.930, -3.482, -2.232], [0.149, -2.566, -2.672], [-1.043, -3.564, -0.759], [-4.439, -1.402, -1.566], [-5.043, -0.777, -0.434], [-4.345, 0.307, 0.213], [-3.088, 0.695, -0.318], [-2.263, 1.822, 0.351], [-2.748, 2.799, 0.867], [-1.135, 0.268, 4.796], [0.155, 0.865, 5.922], [-0.985, 2.028, 5.057], [1.362, 0.465, 3.813], [0.920, 2.271, 3.667], [-0.271, -0.047, 2.092], [-1.386, 1.150, 2.796], [1.425, 0.024, -1.838], [1.710, 2.277, -2.567], [1.978, 2.926, -0.900], [3.172, 1.753, -1.705], [2.772, -0.690, -0.210], [1.405, -0.448, 0.915], [2.513, 1.996, 1.333], [3.402, 0.565, 1.927], [3.916, 1.376, 0.394], [-1.797, -1.233, -3.873], [-3.439, -1.878, -4.081], [-0.005, -2.302, -3.734], [1.121, -3.076, -2.510], [0.124, -1.655, -2.027], [-0.167, -3.049, -0.291], [-0.986, -4.619, -0.402], [-1.951, -3.052, -0.371], [-4.992, -2.252, -2.013], [-6.004, -1.091, 0.006], [-4.778, 0.807, 1.100], [5.813, -2.973, -1.592], [4.986, -2.794, -0.334], [3.677, -2.323, -0.654], [5.890, -2.029, -2.136], [6.818, -3.325, -1.353], [5.340, -3.693, -2.266], [5.449, -2.059, 0.326], [4.898, -3.739, 0.210], [3.265, -2.977, -1.229], [-0.744, 4.350, -3.510], [-0.941, 4.488, -5.005], [-0.129, 3.545, -5.702], [0.304, 4.506, -3.245], [-1.356, 5.072, -2.964], [-1.012, 3.343, -3.180], [-0.653, 5.486, -5.339], [-1.988, 4.321, -5.276], [-0.391, 2.664, -5.411], [-3.545, -2.195, 6.380], [-2.045, -2.384, 6.507], [-1.417, -1.163, 6.890], [-3.771, -1.423, 5.641], [-4.032, -3.124, 6.079], [-3.975, -1.865, 7.329], [-1.617, -2.692, 5.554], [-1.813, -3.150, 7.254], [-1.789, -0.897, 7.738], [-0.628, 2.780, -9.637], [0.862, 2.542, -9.489], [1.506, 3.726, -9.039], [-0.818, 3.589, -10.345], [-1.136, 1.879, -9.988], [-1.066, 3.081, -8.682], [1.304, 2.263, -10.446], [1.061, 1.738, -8.771], [1.118, 3.960, -8.186], [1.380, -0.859, 9.716], [2.395, -1.075, 8.610], [1.774, -1.644, 7.464], [0.909, -1.805, 9.991], [1.851, -0.430, 10.603], [0.583, -0.189, 9.383], [3.177, -1.760, 8.938], [2.864, -0.127, 8.325], [1.087, -1.034, 7.169]], "orbital_gap_ha": 0.30951, "lumo_energy_ev": -0.84, "molar_mass_g_mol": 587.80, "smiles": "CCCOC1=C([C@@H](C)CC)C(=O)c2c(CC(=O)N(C)C)cccc2C1=O.CCO.CCO.CCO.CCO.CCO"}

***

# 2
{"formula": "C2H7N2O", "method": "wB97M-V/def2-TZVPD", "symbols": ["C", "C", "N", "N", "O", "H", "H", "H", "H", "H", "H", "H"], "xyz": [[-0.303, -0.211, -1.072], [0.333, 0.303, 1.277], [-0.275, 0.539, -0.044], [0.386, -1.318, -1.214], [-1.077, 1.643, 0.007], [-0.764, 0.035, -1.972], [0.826, -0.715, 1.097], [1.005, 1.009, 1.621], [-0.530, 0.314, 1.985], [0.354, -1.760, -2.128], [1.063, -1.742, -0.477], [-1.019, 1.903, 0.921]], "orbital_gap_ha": 0.41410, "de_lowest_kj_mol": 280.7, "lumo_energy_ev": -3.56, "molar_mass_g_mol": 75.09, "smiles": "CN(O)C=[NH2+]", "charge": 1}